A 2-piece molecular cluster, C3H5NO3S overall at a distorted geometry. Source: the OMol25 dataset; level of theory: ωB97M-V with the def2-TZVPD basis set.

Geometry as ORCA input:
```
! RIJCOSX wB97M-V def2-TZVPD def2/J DEFGRID3
* xyz 0 1
C 1.5650 -0.2526 0.1670
C -0.4125 1.4810 0.1771
C -2.2254 -0.2474 0.0475
H 0.8317 -1.7914 -1.2171
H 2.5614 -1.8014 -0.3029
H -0.3356 2.5753 -0.2358
H -0.1896 1.5248 1.4577
H -3.1967 -0.2158 -0.3796
N 2.0160 -1.1887 -0.7725
O 1.8640 -0.0184 1.2892
O 0.6522 0.6340 -0.4549
O -1.6919 0.9514 -0.1606
S -1.4385 -1.6509 0.3850
*
```

The HOMO energy comes out at -9.369 eV. The frontier orbital gap comes out at 8.8970 eV. The energy above the lowest of the compared OMol25 structures with the same formula, charge and spin comes out at 84.3 kcal/mol.

These are the Mulliken partial charges, in e, on atoms 1 to 5: 0.6490 -0.1710 0.0257 0.3285 0.2821


C8H11N as an isolated structure at a distorted geometry. Source: the OMol25 dataset; level of theory: ωB97M-V with the def2-TZVPD basis set.

Geometry as ORCA input:
```
! RIJCOSX wB97M-V def2-TZVPD def2/J DEFGRID3
* xyz 0 1
C -2.0736 0.3252 -0.1777
C -0.6259 0.1132 -0.5789
C -0.2242 -0.4102 -1.8829
C 1.0607 -0.6199 -2.2878
C 2.0683 -0.4441 -1.3533
C 1.7134 0.0488 -0.0920
C 0.5010 0.2490 0.2927
C 0.1726 0.6927 1.7507
H -2.1493 -0.3405 0.9596
H -2.8129 0.1404 -0.8831
H -1.8758 1.3542 -0.0126
H -1.0844 -0.5379 -2.5958
H 1.4444 -0.7911 -3.4993
H 3.1100 -0.2369 -1.5357
H 2.4074 0.1627 0.6963
H 1.0356 1.1014 2.0032
H -0.5884 1.2798 1.9088
H -1.4837 -0.1303 2.6525
H -0.4197 -1.5613 2.0894
N -0.1755 -0.3951 2.5460
*
```

The HOMO energy comes out at -8.694 eV. The frontier orbital gap comes out at 9.2766 eV. The energy above the lowest of the compared OMol25 structures with the same formula, charge and spin comes out at 102.2 kcal/mol.

These are the Mulliken partial charges, in e, on atoms 1 to 5: -1.0403 0.5273 -0.6166 -0.3780 -0.5897


One molecule with the formula C4H6S at a distorted geometry. Source: the OMol25 dataset; level of theory: ωB97M-V with the def2-TZVPD basis set.

Geometry as ORCA input:
```
! RIJCOSX wB97M-V def2-TZVPD def2/J DEFGRID3
* xyz 0 1
C 1.2632 1.0100 2.0775
C 0.4478 1.0674 0.8732
S 0.7867 0.5056 -0.7870
C -0.4900 -0.5923 -0.9968
C -1.0443 -1.2100 -2.1592
H 2.4668 0.8398 2.0216
H 1.0473 0.9048 3.3787
H -0.6683 1.3795 0.7662
H -0.7914 -1.0328 -0.0302
H -2.0457 -1.9771 -1.9737
H -0.9722 -0.8947 -3.1704
*
```

As for the structure (SMILES): C=CSC=C. The HOMO energy comes out at -8.210 eV. The frontier orbital gap comes out at 8.5041 eV. The energy above the lowest of the compared OMol25 structures with the same formula, charge and spin comes out at 92.2 kcal/mol.

These are the Mulliken partial charges, in e, on atoms 1 to 5: -0.3587 -0.3160 -0.0818 -0.1165 -0.6480